{"formula": "C26H21IN5O3RuS", "method": "wB97M-V/def2-TZVPD", "species": ["Ru", "C", "C", "C", "C", "N", "C", "N", "C", "N", "C", "N", "C", "C", "C", "C", "C", "N", "C", "C", "C", "C", "C", "C", "H", "H", "H", "H", "H", "H", "H", "H", "H", "H", "H", "H", "I", "C", "H", "H", "C", "C", "C", "C", "C", "C", "C", "S", "O", "O", "O", "H", "H", "H", "H", "H", "H", "H"], "positions_angstrom": [[0.05800, -0.62007, -0.73629], [-1.07667, -4.44753, -2.05024], [-0.22669, -5.24454, -1.28576], [0.96267, -4.72692, -0.83478], [1.27085, -3.38981, -1.08653], [0.43146, -2.60426, -1.80149], [-0.70810, -3.15367, -2.29229], [2.51709, -2.93712, -0.66642], [2.83225, -1.72652, -0.47135], [1.97950, -0.60444, -0.45373], [2.74856, 0.54311, -0.35123], [2.35913, 1.75462, -0.48698], [1.16986, 2.11249, -1.07722], [0.92819, 3.47762, -1.24077], [-0.11392, 3.90776, -2.02544], [-0.92693, 2.97365, -2.66560], [-0.70402, 1.64936, -2.42318], [0.29235, 1.20865, -1.60371], [4.14490, 0.14419, -0.11801], [5.28134, 0.90290, 0.08332], [6.48893, 0.22331, 0.18137], [6.54833, -1.16410, 0.05670], [5.39999, -1.91892, -0.15722], [4.20216, -1.23899, -0.22505], [-2.01552, -4.82117, -2.43328], [-0.49058, -6.27291, -1.07313], [1.67866, -5.31377, -0.27798], [-1.32474, -2.50807, -2.89887], [1.61737, 4.16505, -0.77122], [-0.29317, 4.96693, -2.16323], [-1.71426, 3.27574, -3.34116], [-1.32771, 0.88360, -2.86072], [5.22450, 1.98193, 0.15547], [7.40148, 0.77986, 0.35222], [7.50743, -1.66198, 0.12342], [5.43781, -2.99492, -0.27085], [-3.55321, 4.35154, -0.35912], [-3.06386, 2.38566, -0.49589], [-3.73142, 1.72948, -1.03825], [-2.38789, 1.99816, 0.25374], [-3.87282, 2.86899, 4.05443], [-3.45056, 1.71307, 3.18911], [-2.11012, 1.35618, 3.06937], [-1.72321, 0.31106, 2.24578], [-2.69683, -0.39115, 1.54469], [-4.04318, -0.06828, 1.65982], [-4.40665, 0.98504, 2.47934], [-2.22486, -1.57125, 0.33529], [-3.21381, -2.57751, 0.19399], [-0.83807, -2.02059, 0.67929], [-1.99795, -0.71838, -0.91606], [-3.07467, 3.18055, 4.72638], [-4.74812, 2.60704, 4.64926], [-4.14584, 3.72388, 3.43046], [-1.35980, 1.89738, 3.63364], [-0.68257, 0.02508, 2.17434], [-4.78238, -0.64110, 1.11171], [-5.45271, 1.25404, 2.56996]], "forces_ev_per_a": [[0.3, -0.8, -0.8], [-0.1, -0.1, 0.0], [0.0, -0.1, 0.0], [0.1, 0.0, 0.1], [-0.1, 0.3, -0.3], [-0.1, -0.1, 0.4], [0.4, 0.2, 0.0], [-0.1, -0.3, -0.2], [-0.1, 0.2, 0.2], [0.1, 0.1, -0.2], [0.0, -0.3, 0.1], [-0.1, 0.3, -0.1], [-0.1, -0.3, -0.1], [0.0, 0.2, 0.0], [0.0, 0.1, 0.0], [0.1, 0.0, -0.3], [0.2, -0.2, 0.3], [-0.1, 0.5, 0.2], [-0.1, -0.1, 0.0], [0.0, 0.1, 0.0], [0.0, 0.0, 0.0], [0.0, 0.0, 0.0], [0.1, -0.1, 0.0], [-0.1, 0.0, 0.0], [0.1, 0.0, 0.0], [0.0, 0.0, 0.0], [0.0, 0.0, 0.0], [-0.1, 0.1, 0.1], [0.0, 0.0, 0.0], [0.0, 0.0, 0.0], [0.0, 0.0, 0.1], [-0.1, -0.1, 0.1], [0.0, -0.1, 0.0], [0.0, 0.0, 0.0], [0.0, 0.0, 0.0], [0.0, 0.0, 0.0], [0.0, 0.1, 0.0], [-0.2, -0.2, 0.2], [0.1, 0.1, 0.0], [0.0, 0.0, -0.1], [0.0, 0.0, -0.1], [-0.1, 0.1, 0.0], [0.0, 0.0, 0.0], [-0.1, -0.1, 0.0], [0.0, 0.0, 0.0], [0.0, -0.1, 0.0], [0.0, 0.0, 0.0], [-0.4, 0.2, 0.2], [0.0, 0.0, -0.1], [0.2, 0.4, -0.1], [0.1, -0.1, 0.2], [0.0, 0.0, 0.0], [0.0, 0.0, 0.0], [0.0, 0.0, 0.0], [0.0, 0.0, 0.0], [0.1, 0.0, 0.0], [0.0, 0.1, 0.0], [0.0, 0.0, 0.0]], "orbital_gap_ev": [6.748, 6.603], "total_charge": 1, "e_lumo_ev": [-3.82, -5.01], "spin_multiplicity": 5, "e_homo_ev": [-10.6, -11.6], "total_energy_ev": -62406.58291}

{"formula": "C26H21N4O4PPtS2", "method": "wB97M-V/def2-TZVPD", "species": ["Pt", "N", "C", "C", "N", "C", "C", "N", "C", "C", "N", "H", "H", "H", "H", "H", "H", "O", "C", "O", "C", "C", "C", "C", "O", "C", "O", "C", "C", "H", "H", "H", "H", "H", "S", "P", "S", "C", "C", "C", "C", "C", "C", "C", "C", "C", "C", "C", "C", "H", "H", "H", "H", "H", "H", "H", "H", "H", "H"], "positions_angstrom": [[1.41000, 0.79833, 0.99897], [4.73588, 2.64675, 2.36226], [5.20971, 1.38843, 2.65305], [4.23389, 0.51202, 2.29330], [3.17794, 1.23419, 1.79863], [3.50623, 2.51701, 1.84491], [2.54416, 3.42468, 1.26838], [1.50246, 2.86937, 0.66032], [0.69348, 3.89838, 0.24703], [1.27332, 5.07882, 0.59643], [2.44393, 4.76104, 1.24081], [5.25097, 3.50299, 2.49219], [6.18282, 1.23017, 3.08207], [4.21643, -0.56112, 2.35992], [-0.23000, 3.73122, -0.27496], [0.96185, 6.09684, 0.44580], [3.08208, 5.42569, 1.64875], [-2.47203, -0.03322, 0.48316], [-1.50002, 0.61262, -0.13399], [-0.33488, 0.22189, 0.06844], [-1.89183, 1.61220, -1.09487], [-3.18245, 2.14650, -1.07878], [-3.57744, 3.09357, -2.01580], [-2.64353, 3.44871, -2.96512], [-2.79322, 4.31281, -3.97400], [-1.56587, 4.30590, -4.72480], [-0.66255, 3.43646, -4.03134], [-1.35277, 2.90768, -2.99262], [-0.93987, 1.99074, -2.07515], [-3.88312, 1.82224, -0.32236], [-4.57013, 3.51927, -2.01731], [-1.15808, 5.31416, -4.75054], [-1.76055, 3.91731, -5.72311], [0.04509, 1.54605, -2.11016], [-2.11899, -1.22952, 1.64145], [-0.32849, -2.19317, 1.09276], [1.42975, -1.39135, 1.72004], [-0.38021, -2.61350, -0.64543], [-1.60153, -2.74948, -1.30651], [-1.61652, -3.14020, -2.63547], [-0.42319, -3.39312, -3.29920], [0.79028, -3.25105, -2.64058], [0.81895, -2.85755, -1.31221], [-0.63936, -3.61897, 2.14023], [-1.74750, -4.42150, 1.84449], [-2.01498, -5.53645, 2.61862], [-1.17830, -5.86117, 3.67782], [-0.07259, -5.07308, 3.96721], [0.20034, -3.94988, 3.20591], [-2.53538, -2.54966, -0.79576], [-2.56034, -3.24995, -3.15196], [-0.44007, -3.70257, -4.33558], [1.71726, -3.44995, -3.16078], [1.76381, -2.74664, -0.79679], [-2.39149, -4.19016, 1.00612], [-2.87241, -6.15444, 2.39104], [-1.38761, -6.73550, 4.27937], [0.57902, -5.33305, 4.78989], [1.05764, -3.33777, 3.44583]], "forces_ev_per_a": [[0.0, -0.2, -0.3], [0.0, 0.0, 0.0], [0.0, 0.0, 0.0], [0.0, 0.0, 0.1], [-0.1, 0.0, 0.1], [0.1, 0.0, -0.1], [0.0, 0.0, 0.0], [0.0, -0.1, 0.3], [0.0, 0.0, 0.0], [0.0, 0.0, 0.0], [0.0, 0.0, 0.0], [0.0, 0.0, 0.0], [0.0, 0.0, 0.0], [0.0, 0.0, 0.0], [0.0, 0.0, 0.0], [0.0, 0.0, 0.0], [0.0, 0.0, 0.0], [-0.2, -0.1, 0.0], [0.1, -0.2, 0.0], [0.1, 0.5, -0.1], [0.0, 0.0, 0.0], [0.0, 0.0, 0.0], [0.0, 0.0, 0.0], [0.0, 0.0, 0.0], [0.0, 0.0, 0.0], [0.0, 0.0, 0.0], [0.0, 0.0, 0.0], [0.0, 0.0, 0.0], [0.0, 0.0, 0.0], [0.0, 0.0, 0.0], [0.0, 0.0, 0.0], [0.0, 0.0, 0.0], [0.0, 0.0, 0.0], [0.0, 0.0, 0.0], [0.0, 0.1, 0.1], [-0.1, -0.1, 0.1], [0.2, 0.1, 0.0], [0.0, 0.0, 0.0], [0.0, 0.0, 0.0], [0.0, 0.0, 0.0], [0.0, 0.0, 0.0], [0.0, 0.0, 0.0], [0.0, 0.0, 0.0], [0.1, 0.0, 0.0], [0.0, 0.0, 0.0], [0.0, 0.0, 0.0], [0.0, 0.0, 0.0], [0.0, 0.0, 0.0], [0.0, 0.0, 0.0], [0.0, 0.0, 0.0], [0.0, 0.0, 0.0], [0.0, 0.0, 0.0], [0.0, 0.0, 0.0], [0.0, 0.0, 0.0], [0.0, 0.0, 0.0], [0.0, 0.0, 0.0], [0.0, 0.0, 0.0], [0.0, 0.0, 0.0], [0.0, 0.0, 0.0]], "orbital_gap_ev": 7.727, "total_charge": 2, "e_lumo_ev": -5.71, "e_homo_ev": -13.4, "total_energy_ev": -75647.44639}

{"formula": "C26H21N5O4RuS2", "method": "wB97M-V/def2-TZVPD", "species": ["Ru", "O", "C", "O", "C", "C", "C", "C", "C", "N", "C", "O", "O", "H", "H", "H", "H", "C", "C", "C", "C", "C", "C", "C", "C", "C", "C", "N", "C", "C", "C", "C", "C", "N", "H", "H", "H", "H", "H", "H", "H", "H", "H", "H", "H", "H", "H", "H", "H", "H", "H", "S", "C", "C", "N", "C", "S", "C", "N"], "positions_angstrom": [[0.03908, -0.76050, -1.28715], [-0.41971, 3.57958, -2.62004], [-0.46877, 2.28006, -2.20288], [0.53563, 1.55224, -2.35799], [-1.65919, 1.84022, -1.61039], [-2.80888, 2.64626, -1.38853], [-3.93530, 2.08947, -0.86942], [-3.95705, 0.69761, -0.57901], [-2.81769, -0.03027, -0.78291], [-1.67267, 0.50381, -1.25010], [-2.77367, -1.52045, -0.52018], [-3.77908, -2.10366, -0.15678], [-1.61025, -2.05898, -0.71732], [0.46342, 3.67440, -3.00300], [-2.75303, 3.69661, -1.63847], [-4.81139, 2.69926, -0.68663], [-4.83176, 0.18178, -0.21273], [-1.26712, -2.14532, 3.84756], [-1.64008, -1.27591, 2.64577], [-0.99062, 0.09237, 2.65903], [-1.42806, 1.03846, 3.58336], [-0.93742, 2.33192, 3.57088], [0.00043, 2.69780, 2.61625], [0.47274, 1.78395, 1.68356], [1.55577, 2.19036, 0.72074], [2.94918, 1.97015, 1.31611], [-0.01107, 0.47351, 1.73661], [0.46222, -0.50153, 0.80713], [1.15570, -1.50649, 1.25159], [1.51999, -2.56040, 0.38985], [2.18210, -3.77212, 0.57725], [2.15205, -4.42028, -0.66096], [1.47295, -3.57515, -1.54780], [1.10519, -2.45427, -0.91872], [-1.84388, -3.07137, 3.84694], [-1.46132, -1.62458, 4.78805], [-0.20756, -2.41200, 3.83569], [-2.72236, -1.12656, 2.63572], [-1.40624, -1.80214, 1.72078], [-2.18894, 0.75360, 4.30215], [-1.29789, 3.05847, 4.28836], [0.37485, 3.71523, 2.58106], [1.42041, 3.24306, 0.46039], [1.47954, 1.63056, -0.20656], [3.08751, 2.56103, 2.22440], [3.72647, 2.24150, 0.60012], [3.09265, 0.91858, 1.57771], [1.45108, -1.53771, 2.30008], [2.60390, -4.13349, 1.50231], [2.56330, -5.38728, -0.90264], [1.25302, -3.72766, -2.59297], [0.00996, -1.15850, -3.68103], [1.48474, -0.62098, -4.27821], [1.55757, -0.60515, -5.72562], [1.59221, -0.59287, -6.87515], [2.63269, -0.21852, -3.56704], [2.83144, -0.19784, -1.91656], [3.77725, 0.20531, -4.35794], [4.69599, 0.55483, -4.95472]], "forces_ev_per_a": [[-0.1, -0.1, -0.1], [0.1, 0.0, 0.0], [0.1, 0.0, 0.0], [0.0, 0.1, 0.1], [-0.1, -0.1, 0.1], [0.1, 0.0, 0.0], [0.0, 0.0, 0.0], [-0.1, 0.1, 0.0], [0.2, 0.1, -0.1], [-0.1, 0.0, 0.0], [0.1, -0.1, 0.0], [0.0, -0.1, 0.1], [-0.3, 0.0, 0.0], [0.0, 0.0, 0.0], [0.0, 0.0, 0.0], [0.0, 0.0, 0.0], [0.0, 0.0, 0.0], [0.0, 0.0, 0.0], [0.0, 0.0, 0.0], [-0.2, 0.0, 0.0], [0.0, 0.0, 0.0], [0.0, 0.0, 0.0], [-0.1, 0.0, 0.0], [0.1, 0.0, 0.1], [0.1, 0.0, 0.1], [0.0, 0.0, 0.0], [-0.1, -0.2, -0.1], [0.2, 0.2, -0.3], [0.1, -0.1, 0.1], [0.0, 0.2, 0.0], [0.0, -0.2, -0.1], [0.0, 0.0, 0.1], [0.1, 0.1, 0.1], [0.1, -0.2, 0.1], [0.0, 0.0, 0.0], [0.0, 0.0, 0.0], [0.0, 0.0, 0.0], [0.0, 0.0, 0.0], [0.0, 0.0, 0.1], [0.0, 0.0, 0.0], [0.0, 0.0, 0.0], [0.0, 0.0, 0.0], [0.0, 0.0, 0.0], [-0.1, 0.0, -0.1], [0.0, 0.0, 0.0], [0.0, 0.0, 0.0], [0.0, 0.0, 0.0], [-0.1, 0.0, 0.0], [0.0, 0.0, 0.0], [0.0, 0.0, 0.0], [0.0, 0.0, 0.0], [-0.2, 0.1, 0.1], [0.2, 0.0, -0.4], [0.0, 0.0, 0.4], [0.0, 0.0, 0.0], [0.3, 0.1, -0.3], [0.0, 0.1, 0.1], [-0.3, -0.1, 0.2], [0.0, 0.0, 0.0]], "orbital_gap_ev": [5.523, 6.281], "total_charge": -1, "e_lumo_ev": [2.29, 0.36], "spin_multiplicity": 6, "e_homo_ev": [-3.2, -5.9], "total_energy_ev": -67197.70186}

In kcal per mole, the energy above the lowest of the compared OMol25 structures with the same formula, charge and spin values for the records above are, in order, 0.0 3.9 3.5.